No. 1
C24H19N5O8RhSSe | the ωB97M-V functional and the def2-TZVPD basis

Molecular weight: 719.4 g/mol
Calculated total energy: -4711.87494 hartree
Charge: -1
Energy relative to the best compared isomer or geometry (same formula, charge and spin): 59.00 kcal per mole
Highest occupied orbital energy (spin up / spin down): -5.55 / -5.47 eV

XYZ file:
```
59
Properties=species:S:1:pos:R:3:forces:R:3
Rh 0.50848 0.31087 -0.20229 -0.28 2.01 -1.98
O -2.75754 0.86261 -2.52572 0.02 -0.12 -0.18
C -1.74472 0.51697 -1.95930 -0.16 0.57 0.59
N -1.19751 1.04810 -0.81060 -1.31 0.00 -0.03
C -1.63851 2.19816 -0.19170 -0.24 -0.48 -0.55
O -2.61996 2.85355 -0.46403 0.04 0.15 0.11
C -0.73489 2.57278 0.94400 0.42 0.25 0.62
C -0.95322 3.71059 1.70432 -0.24 -0.21 -0.32
C -0.10453 3.98409 2.75885 0.30 -0.12 0.19
C 0.92481 3.09720 3.05129 -0.24 0.21 -0.05
C 1.09694 1.98482 2.24832 0.19 -0.09 0.05
N 0.29597 1.75249 1.21225 0.15 0.20 -0.04
C -0.90965 -0.62204 -2.45760 0.38 -0.62 -0.36
C -1.24097 -1.32836 -3.60370 -0.22 0.31 0.25
C -0.44183 -2.38375 -3.99552 0.30 -0.16 0.08
C 0.66467 -2.72135 -3.22461 -0.25 0.05 -0.21
C 0.94935 -1.96764 -2.10162 0.25 -0.07 0.05
N 0.18257 -0.94307 -1.74536 0.16 -0.08 -0.23
H -1.78873 4.34186 1.43661 0.01 0.02 0.01
H -0.23471 4.87763 3.35543 -0.05 0.00 0.00
H 1.59651 3.26666 3.88000 0.02 -0.02 -0.01
H 1.88293 1.26185 2.42967 0.02 -0.01 -0.13
H -2.12260 -1.02049 -4.14813 0.01 0.00 -0.01
H -0.66553 -2.93894 -4.89710 -0.04 -0.01 0.01
H 1.30919 -3.54329 -3.50072 0.03 0.02 0.03
H 1.81024 -2.16210 -1.47398 0.01 0.12 0.03
C 2.31871 -7.70909 3.89598 0.05 0.11 -0.03
C 2.25798 -6.24863 3.53013 -0.01 -0.08 0.01
C 2.63530 -5.26255 4.43492 -0.04 -0.03 -0.07
C 2.60660 -3.92165 4.07446 -0.03 0.05 0.06
C 2.19365 -3.56831 2.80354 0.18 0.25 -0.14
C 1.80782 -4.53560 1.88788 -0.04 -0.04 0.05
C 1.83946 -5.86940 2.25547 -0.01 0.07 0.02
S 2.37075 -1.87797 2.22094 -0.65 -0.23 -0.16
O 2.43288 -1.02178 3.38646 0.04 -0.04 0.16
O 3.50831 -1.95104 1.35740 0.03 0.10 -0.17
N 1.03972 -1.58345 1.34911 0.49 -0.16 0.38
C -0.17572 -1.56111 1.94821 -0.27 -0.28 0.29
C -0.53227 -2.06453 3.22469 0.04 0.08 -0.11
C -1.83440 -1.94732 3.64840 0.05 0.03 -0.06
C -2.78828 -1.34080 2.83150 -0.12 -0.01 0.08
C -2.36979 -0.86892 1.60559 -0.07 0.02 -0.08
N -1.11760 -0.98460 1.17473 0.48 0.01 0.22
H 2.27085 -7.84855 4.97565 -0.02 -0.03 0.00
H 3.25253 -8.15194 3.54150 -0.01 -0.03 0.02
H 1.49627 -8.25414 3.43275 0.00 -0.05 0.04
H 2.96295 -5.54781 5.42807 -0.01 0.01 0.01
H 2.89964 -3.14306 4.76810 0.02 -0.02 -0.01
H 1.48528 -4.22252 0.90240 0.03 -0.06 -0.02
H 1.54735 -6.63301 1.54320 -0.03 0.01 0.01
H 0.22195 -2.50215 3.85779 -0.05 -0.01 0.07
H -2.11762 -2.31860 4.62631 0.03 0.00 0.01
H -3.81318 -1.22473 3.15567 0.00 0.01 -0.07
H -3.05769 -0.36839 0.93015 0.02 0.01 0.01
O 3.75823 2.62681 -0.85203 0.12 0.55 0.31
Se 2.88319 1.40813 -1.39652 0.98 -0.63 0.53
O 1.33032 1.86558 -1.76854 -1.55 -0.86 1.04
O 2.52640 0.32079 -0.13062 1.04 -0.26 0.27
O 3.56551 0.60370 -2.59728 0.04 -0.37 -0.57
```
Positions in Å, forces in eV/Å.

No. 2
C24H19O4PTm | the ωB97M-V functional and the def2-TZVPD basis

Molecular weight: 571.3 g/mol
Calculated total energy: -2652.31074 hartree
Charge: +3
2S+1: 3
Highest occupied orbital energy (spin up / spin down): -17.28 / -17.28 eV

XYZ file:
```
49
Properties=species:S:1:pos:R:3:forces:R:3
Tm 1.10901 1.47700 -1.23186 -1.93 -3.14 0.11
C 0.83745 3.36146 0.16233 -0.77 4.35 3.38
O 0.69489 4.28172 0.82662 0.54 -3.18 -2.32
C 0.78461 3.27769 -2.78148 0.16 4.48 -4.10
O 0.72492 4.14739 -3.53101 0.05 -3.38 2.95
C -1.32908 2.07141 -1.91239 -3.49 0.79 -1.72
O -2.35242 2.34918 -2.35425 3.53 -1.08 1.68
C 3.17118 2.61124 -1.69659 6.18 2.41 -2.01
O 4.14252 3.07428 -2.11854 -4.49 -2.01 1.98
C 0.72782 -1.16103 -5.11129 -0.72 0.51 1.19
H 1.66784 -1.50869 -4.75307 0.44 -0.97 -0.03
H -0.22199 -1.50670 -4.72499 0.17 -0.84 -0.15
C 0.70128 -0.03356 -5.79129 -0.27 0.79 0.90
H -0.25865 0.45017 -5.91572 0.18 0.19 -0.76
H 1.63852 0.45203 -5.95574 0.23 0.48 -0.88
C -2.31675 2.01239 3.80370 -0.78 1.25 -0.99
C -2.51323 2.58691 2.50966 0.21 -0.41 -0.05
C -1.92441 1.93679 1.40070 -0.02 0.29 0.70
C -1.16498 0.77057 1.61963 0.31 1.10 0.01
C -0.93252 0.27536 2.89548 -0.22 -0.03 0.23
C -1.53497 0.85917 3.97743 -0.70 0.89 1.05
P -0.50785 -0.15197 0.27636 1.33 -0.98 -0.39
C 1.36714 -0.44615 0.57023 -0.92 0.48 -0.42
C 2.09927 -1.35313 -0.25892 -0.23 0.70 0.42
C 3.47663 -1.49364 -0.04490 0.19 -0.32 -0.48
C 4.13766 -0.72235 0.90888 0.64 0.29 0.59
C 3.44226 0.23738 1.65780 -0.20 -0.01 -0.38
C 2.04481 0.40016 1.47874 0.91 -0.01 -0.44
C -1.33138 -1.73974 0.35710 -0.14 -0.91 -0.63
C -0.73838 -2.86333 0.97592 0.00 0.16 0.16
C -1.55922 -3.98279 1.24960 0.88 0.78 -0.18
C -2.90189 -3.97225 0.84657 1.07 -0.31 0.51
C -3.44069 -2.88896 0.17862 -0.41 0.36 -0.32
C -2.67034 -1.77902 -0.10802 1.09 0.36 0.39
H -2.81503 2.54685 4.64263 0.56 -0.75 -0.52
H -3.12935 3.50837 2.34206 0.68 -1.04 0.40
H -2.02051 2.33436 0.37898 -0.29 -0.17 0.62
H -0.28465 -0.56544 3.03452 0.11 -0.53 0.08
H -1.44213 0.46946 4.99786 0.19 0.03 -0.53
H 1.58612 -1.96628 -1.00359 0.08 0.03 0.28
H 4.05593 -2.22547 -0.63149 -0.42 0.40 0.30
H 5.23110 -0.85975 1.08345 -1.06 0.10 -0.21
H 3.98237 0.86461 2.37141 -0.23 -0.23 -0.17
H 1.52396 1.16426 2.05867 -0.06 -0.42 0.06
H 0.35335 -2.82698 1.24342 -1.37 -0.26 -0.06
H -1.09626 -4.81861 1.79165 -0.49 0.26 -0.39
H -3.48938 -4.84620 1.06379 -0.31 -0.08 0.02
H -4.48309 -2.89056 -0.11211 0.03 -0.12 -0.09
H -3.04144 -0.91759 -0.66656 -0.27 -0.30 0.24
```
Positions in Å, forces in eV/Å.

No. 3
C24H20AlCl3N5S | the ωB97M-V functional and the def2-TZVPD basis

Molecular weight: 543.9 g/mol
Calculated total energy: -3221.40771 hartree
Charge: +1
Energy relative to the best compared isomer or geometry (same formula, charge and spin): 0.00 kcal per mole
Highest occupied orbital energy: -10.42 eV

XYZ file:
```
54
Properties=species:S:1:pos:R:3:forces:R:3
Al 1.26702 -0.94424 0.00838 -0.24 -0.09 -0.11
C 1.11054 -4.40522 -2.49548 0.03 -0.03 -0.01
C 0.84698 -3.26130 -1.58451 0.29 -0.01 -0.07
N 1.69991 -2.34722 -1.30304 -0.24 0.09 0.27
N 2.98918 -2.39394 -1.73239 0.32 -0.02 -0.34
C 3.80726 -1.94899 -0.81399 -0.21 -0.02 0.20
N 5.11069 -1.85716 -1.10023 0.08 0.02 0.03
S 3.32890 -1.47757 0.83184 -0.11 0.05 0.00
C -0.37486 -3.16445 -0.75806 -0.22 0.00 0.15
C -1.51586 -3.91766 -0.96356 0.10 -0.03 -0.09
C -2.55860 -3.81071 -0.05499 -0.03 0.07 0.09
C -2.43215 -2.95214 1.02503 0.00 -0.07 -0.05
C -1.27303 -2.20663 1.14697 -0.01 0.06 0.00
N -0.26321 -2.31905 0.28579 -0.05 -0.11 -0.08
H 2.13071 -4.34997 -2.86307 -0.01 0.00 -0.02
H 0.42645 -4.39410 -3.34617 -0.04 0.04 0.03
H 0.96674 -5.34835 -1.96560 -0.02 0.00 0.00
H 5.44570 -2.14777 -2.00383 -0.03 -0.06 0.01
H 5.76777 -1.64211 -0.37258 0.02 0.02 -0.03
H -1.58405 -4.57431 -1.81944 0.00 -0.01 0.01
H -3.46283 -4.38869 -0.18890 0.01 -0.01 -0.02
H -3.21765 -2.85217 1.75952 0.00 0.02 0.00
H -1.14582 -1.48874 1.94774 0.01 0.00 0.00
C -4.23769 3.40840 -0.85716 0.03 0.00 0.01
C -4.02177 2.63125 0.27336 -0.01 -0.02 0.03
C -2.92880 1.78316 0.33751 0.01 -0.06 -0.03
C -2.03148 1.69927 -0.72672 -0.08 0.12 -0.09
C -2.27799 2.45677 -1.87237 0.02 -0.06 0.08
C -3.36617 3.31338 -1.93248 -0.04 0.04 -0.04
C -0.85954 0.80323 -0.68843 0.17 -0.14 0.08
C -0.00116 0.55067 0.31340 0.19 -0.14 0.25
C 0.07418 1.25352 1.61541 0.02 0.07 0.15
C -0.27804 2.59603 1.79113 0.08 0.01 -0.04
C -0.11546 3.21782 3.01778 -0.03 0.02 -0.03
C 0.40141 2.52144 4.10273 0.03 -0.02 0.03
C 0.77774 1.19574 3.94839 -0.01 0.07 0.05
C 0.62562 0.58385 2.71479 -0.08 -0.06 -0.19
H -5.08522 4.07915 -0.90187 -0.01 -0.02 -0.01
H -4.70912 2.68285 1.10789 0.00 0.02 -0.01
H -2.76257 1.17701 1.22022 0.00 0.03 0.00
H -1.60449 2.37278 -2.71789 0.00 0.02 -0.01
H -3.54182 3.90223 -2.82342 0.01 0.00 0.00
H -0.68852 0.27261 -1.62997 -0.10 0.01 -0.02
H -0.66728 3.15853 0.95307 0.00 0.01 0.02
H -0.39569 4.25740 3.12934 0.01 0.00 -0.01
H 0.52596 3.01414 5.05771 -0.01 0.00 0.00
H 1.20070 0.65096 4.78226 0.00 -0.03 -0.02
H 0.95267 -0.44997 2.59648 0.00 0.01 0.08
Cl 3.37710 3.04423 0.69834 -0.02 -0.02 -0.17
C 3.14642 2.88279 -1.05636 0.00 0.39 0.21
Cl 4.64500 3.20879 -1.91614 -0.05 -0.12 -0.03
Cl 1.84906 3.95089 -1.61500 0.06 -0.07 0.03
C 2.69615 1.50942 -1.27068 -0.12 -0.20 -0.02
N 2.23097 0.46413 -1.29076 0.29 0.22 -0.27
```
Positions in Å, forces in eV/Å.